257
Properties=species:S:1:pos:R:3:forces:R:3:mulliken_charge:R:1 method="wB97M-V/def2-TZVPD" lumo_ev=0.2 homo_energy_ha=-0.2717 energy_ha=-4269.9653
C -25.798655 -6.565222 -32.813982 0.63 -0.96 1.13 -1.21
C -26.400989 -7.922719 -33.187285 0.51 -0.02 0.22 0.65
C -27.053361 -8.586711 -31.980601 -0.56 -0.17 0.47 -0.69
O -26.119267 -8.841662 -30.947737 0.39 0.84 -0.35 -0.39
C -26.671141 -9.111805 -29.677334 0.69 -0.59 0.02 0.99
N -27.345317 -7.885420 -34.291492 -1.00 0.09 -0.20 -0.71
H -25.413692 -6.053885 -33.691563 -0.37 0.43 0.07 0.44
H -24.949347 -6.728743 -32.139083 0.18 -0.17 -0.29 0.32
H -26.459023 -6.030527 -32.125843 -0.40 0.53 -0.75 0.08
H -25.600734 -8.614174 -33.465733 0.15 0.15 -0.23 0.15
H -27.526006 -9.534286 -32.257098 -0.12 0.03 -0.26 0.13
H -27.829532 -7.921198 -31.576298 -0.18 0.07 -0.09 0.47
H -27.473251 -8.440156 -29.366882 -0.14 0.04 -0.32 -0.75
H -25.856206 -9.007606 -28.958830 0.02 0.09 -0.02 -0.06
H -26.983767 -10.158266 -29.638272 -0.39 0.05 0.08 0.16
H -27.069086 -7.311000 -35.079337 0.65 -0.17 0.11 0.27
H -28.228305 -7.450556 -34.032456 0.04 -0.21 0.38 0.22
C -26.092075 -17.452572 -26.137998 0.23 0.54 -0.39 -1.17
C -24.629999 -17.842531 -25.895003 -0.91 -0.12 -0.05 0.16
C -23.691610 -17.454220 -27.065661 -0.91 0.01 0.91 0.39
O -24.150199 -17.932341 -28.299001 -0.08 -0.75 -0.16 -0.44
C -23.407448 -17.449811 -29.396365 0.22 1.00 0.36 -0.48
N -24.207662 -17.194381 -24.630979 1.18 0.30 -1.11 -0.23
H -26.312811 -17.600398 -27.197196 -0.33 -0.26 0.15 0.39
H -26.283371 -16.393060 -25.928458 0.33 0.10 -0.04 -0.02
H -26.774528 -17.982089 -25.475608 0.06 -0.29 -0.17 0.39
H -24.650615 -18.928428 -25.776403 0.41 -0.02 0.08 0.37
H -22.711377 -17.854022 -26.785214 0.30 0.26 -0.35 0.31
H -23.708083 -16.353423 -27.087102 0.43 0.11 -0.04 -0.36
H -23.830367 -17.809801 -30.330184 -0.06 -0.21 0.13 0.34
H -22.333991 -17.653532 -29.341450 -0.09 -0.47 0.12 0.59
H -23.474169 -16.351848 -29.381466 -0.02 0.04 -0.28 -0.17
H -24.066162 -16.233655 -24.959935 -0.50 0.29 0.56 -0.33
H -23.213039 -17.411145 -24.491834 -0.28 -0.50 0.34 0.35
C -27.542359 -5.384524 -20.746894 0.00 -0.70 1.00 -1.39
C -27.270971 -5.314335 -22.241506 -0.39 0.78 0.08 -0.27
C -27.613206 -6.599976 -23.020465 0.65 -0.43 0.70 1.41
O -28.687345 -7.384822 -22.488755 -0.10 0.72 -0.79 -0.32
C -29.990613 -6.925336 -22.822339 0.19 -1.14 -0.70 -0.53
N -27.992127 -4.114651 -22.718146 0.03 -0.14 0.14 -0.67
H -28.598872 -5.536382 -20.509260 -0.09 -0.02 -0.33 0.19
H -27.256251 -4.502767 -20.172979 0.15 0.30 -0.56 0.45
H -27.030842 -6.203517 -20.230316 0.06 -0.13 -0.37 0.28
H -26.204565 -5.117952 -22.387806 0.00 -0.08 -0.10 0.56
H -26.768541 -7.293417 -22.952595 0.10 0.16 -0.03 -0.42
H -27.720551 -6.328373 -24.075443 -0.45 -0.18 -0.05 -0.46
H -30.631388 -7.769788 -22.557463 -0.34 0.54 0.78 0.22
H -30.189171 -6.882848 -23.903730 0.63 0.40 -0.13 0.03
H -30.203858 -5.949762 -22.399100 -0.41 -0.09 0.39 0.33
H -27.861104 -3.932125 -23.704159 0.18 -0.26 -0.08 0.02
H -28.979331 -4.312216 -22.632424 -0.20 0.20 0.06 0.34
C -20.195240 -14.366336 -27.246119 -0.41 0.36 -0.81 -1.34
C -20.402993 -15.821881 -27.678310 1.38 0.56 -0.50 2.58
C -19.949188 -15.921254 -29.147716 -1.13 0.62 -0.41 -0.54
O -19.938583 -17.274501 -29.581425 -0.63 0.64 0.07 -0.46
C -20.249884 -17.406124 -30.953889 1.16 -0.60 -0.18 -0.78
N -19.652897 -16.763484 -26.856830 -0.27 -0.14 0.27 -0.78
H -19.145088 -14.090254 -27.126506 0.03 -0.36 0.57 0.46
H -20.831430 -14.066095 -26.415897 0.36 -0.14 0.36 0.20
H -20.483605 -13.696400 -28.067195 -0.31 -0.19 -0.07 0.05
H -21.459489 -16.073040 -27.596659 -0.01 -0.01 -0.21 -1.39
H -19.014654 -15.395757 -29.387818 0.44 -0.37 0.56 0.54
H -20.662077 -15.330534 -29.740069 -0.26 -0.28 -0.02 -0.05
H -21.039282 -16.771923 -31.364767 -0.26 0.09 0.55 0.25
H -20.485367 -18.460300 -31.093290 -0.14 0.05 -0.21 0.29
H -19.343150 -17.182183 -31.529352 -0.07 -0.03 -0.20 0.34
H -18.711504 -16.422629 -26.697694 0.00 -0.01 -0.05 0.32
H -19.584216 -17.618615 -27.400943 0.15 -0.09 0.26 0.32
C -22.902324 -10.911128 -29.957966 1.39 -0.44 0.07 -0.76
C -23.086777 -11.590805 -31.338855 -0.51 1.26 0.89 0.59
C -22.636265 -13.043361 -31.299681 -0.63 -0.42 0.26 -0.79
O -21.350943 -13.206612 -30.695426 -0.35 0.27 -1.06 0.15
C -20.344852 -13.091942 -31.695584 0.14 -0.97 0.53 -0.96
N -24.491888 -11.505197 -31.725134 0.02 -0.78 -0.58 -0.62
H -23.604833 -10.109220 -29.743402 -0.35 -0.22 -0.18 0.30
H -21.911719 -10.450655 -29.857488 0.04 -0.11 -0.08 0.49
H -22.905848 -11.697968 -29.197186 -0.39 0.24 0.24 -0.08
H -22.465876 -11.050280 -32.058421 -0.18 -0.02 -0.21 0.33
H -22.719911 -13.485751 -32.298765 0.53 0.15 -0.18 0.61
H -23.345061 -13.664756 -30.741708 -0.03 0.34 0.46 -0.43
H -20.422923 -12.186116 -32.296693 0.11 0.16 0.18 0.30
H -20.398687 -13.962100 -32.361802 -0.10 0.10 -0.18 0.33
H -19.395029 -13.194735 -31.170510 0.10 0.46 -0.12 0.25
H -25.054130 -11.896267 -30.976038 -0.15 -0.24 -0.10 -0.03
H -24.823596 -10.559540 -31.857533 0.34 0.15 0.11 0.24
C -30.224894 -13.884428 -29.465729 0.60 -0.16 1.17 -1.81
C -29.490189 -12.539527 -29.305022 -0.46 -0.92 -0.69 1.02
C -30.425709 -11.372913 -29.048105 0.79 -0.25 -0.67 -0.79
O -29.640744 -10.176800 -29.175499 -0.71 -0.26 0.00 0.44
C -30.448596 -9.119932 -29.648889 0.21 0.12 -0.05 -0.68
N -28.358177 -12.627822 -28.382732 -0.02 0.57 0.28 1.17
H -30.777878 -14.014093 -30.392087 -0.17 0.36 0.05 0.46
H -30.847412 -14.083417 -28.588343 -0.30 0.04 -0.17 0.31
H -29.473306 -14.678942 -29.443774 0.07 0.04 -0.14 0.23
H -29.085591 -12.386422 -30.310982 0.30 0.44 0.11 0.15
H -30.912350 -11.426224 -28.071985 -0.10 0.03 0.05 -0.25
H -31.143708 -11.427855 -29.872200 -0.36 0.26 0.21 0.65
H -30.872390 -9.345161 -30.634358 -0.04 -0.13 0.04 0.48
H -29.813241 -8.242190 -29.777028 -0.05 0.02 0.20 -0.21
H -31.266812 -8.914752 -28.950070 0.01 0.17 -0.01 0.37
H -28.580841 -13.032131 -27.474778 -0.39 -0.16 -0.43 -0.80
H -28.170826 -11.659253 -28.121184 0.49 -0.07 -0.18 -0.44
C -30.140624 -9.625918 -25.422742 -0.50 0.44 -0.39 -0.07
C -30.993994 -10.763675 -24.906926 -0.24 -0.06 0.20 0.41
C -30.159008 -11.981725 -24.504739 -0.17 0.35 0.26 -0.55
O -29.870128 -12.717923 -25.668711 -0.19 0.01 -0.60 -0.16
C -29.394320 -14.008237 -25.405779 0.27 -0.54 0.95 -0.96
N -31.770720 -10.322256 -23.754364 -0.05 0.24 0.56 -0.66
H -30.811170 -8.883332 -25.870337 0.04 0.02 -0.07 0.96
H -29.500545 -9.981307 -26.231327 0.19 0.08 0.11 -0.35
H -29.589110 -9.083345 -24.652245 0.24 -0.40 0.09 -0.36
H -31.654266 -11.038489 -25.738428 0.09 -0.41 -0.03 0.16
H -30.673408 -12.586860 -23.748710 -0.31 -0.18 -0.25 0.51
H -29.248410 -11.647692 -23.990964 0.22 0.02 -0.18 -0.28
H -29.176525 -14.599594 -26.296254 -0.02 0.51 -0.32 0.21
H -30.136607 -14.602799 -24.856854 0.04 0.14 0.16 0.53
H -28.478575 -13.935620 -24.803344 -0.01 -0.25 0.00 0.17
H -32.457434 -10.994991 -23.435247 0.17 -0.24 -0.15 0.23
H -32.296550 -9.475567 -23.934217 0.21 0.09 -0.18 0.27
C -27.345855 -2.468617 -25.891270 -0.33 0.15 1.24 -2.22
C -28.106083 -3.053266 -27.069631 -0.05 0.02 0.09 1.60
C -27.182225 -3.132613 -28.281126 1.08 0.52 -0.15 -1.59
C -27.626018 -4.031672 -29.423944 -1.12 0.52 0.85 -0.94
C -28.026616 -5.380473 -28.858141 0.79 -0.35 -0.78 -0.77
C -28.951058 -5.442945 -27.646815 0.19 -0.01 -0.09 2.08
N -28.511891 -4.425478 -26.696258 0.44 -0.26 0.09 0.67
O -29.318274 -4.489435 -25.541823 -0.27 0.48 -0.12 -0.18
C -30.433473 -5.400566 -28.079153 0.34 0.24 0.17 -1.53
C -28.675901 -6.817976 -27.012913 -0.09 -0.20 -0.11 -0.50
C -29.286465 -2.128419 -27.382467 -0.40 -0.36 -0.64 -1.61
H -26.592332 -3.091815 -25.402932 0.16 -0.34 -0.71 0.36
H -28.063185 -2.330468 -25.075834 -0.03 0.39 -0.10 0.52
H -26.890172 -1.501223 -26.101919 -0.11 0.01 -0.22 0.47
H -27.026656 -2.115042 -28.657185 -0.24 0.05 0.06 0.45
H -26.179819 -3.384574 -27.916870 -0.10 -0.50 -0.06 0.41
H -26.850648 -4.136547 -30.179692 0.01 -0.01 -0.01 0.39
H -28.500121 -3.559342 -29.887533 0.10 -0.04 -0.24 0.33
H -27.080084 -5.853091 -28.574481 -0.10 -0.23 0.04 0.44
H -28.458411 -5.974045 -29.671732 0.01 -0.20 0.17 -0.07
H -30.689453 -4.516133 -28.664886 0.13 -0.11 -0.22 0.32
H -30.570590 -6.314220 -28.656293 -0.39 0.15 -0.15 0.24
H -31.131748 -5.416974 -27.239401 0.11 -0.19 0.10 0.44
H -27.644952 -6.877519 -26.661564 -0.05 0.19 0.20 0.30
H -29.363483 -7.058888 -26.203065 0.07 0.12 0.06 -0.38
H -28.764954 -7.604740 -27.767516 -0.21 0.05 -0.02 -0.55
H -30.059767 -2.176995 -26.612853 -0.04 -0.02 -0.07 0.24
H -29.686997 -2.439654 -28.351961 -0.38 0.03 0.17 0.38
H -29.033589 -1.077139 -27.518817 0.38 -0.04 0.26 0.46
H -30.198758 -4.157544 -25.798454 0.17 -0.05 0.14 0.24
C -25.383573 -13.053125 -23.542702 -1.12 0.27 -1.20 -0.27
C -24.234870 -12.416036 -24.396483 0.32 -1.47 1.69 2.15
C -24.145320 -13.076750 -25.767712 -0.83 0.24 0.45 0.39
C -25.268930 -12.566084 -26.647253 0.96 -0.75 0.48 1.30
C -25.135979 -11.059201 -26.749674 -2.17 0.17 -1.38 1.00
C -25.175988 -10.263670 -25.441738 0.47 -0.64 0.43 3.49
N -24.308750 -10.964930 -24.463711 0.96 0.41 -0.58 0.88
O -24.423047 -10.428841 -23.160245 -0.60 0.00 -0.13 -0.46
C -24.626946 -8.863303 -25.707666 0.54 0.43 -0.10 -0.87
C -26.601671 -10.085877 -24.932579 -0.87 0.43 0.15 0.22
C -22.961337 -12.870069 -23.627182 -0.29 0.90 -0.42 -1.88
H -26.354099 -12.577339 -23.720007 0.19 0.31 0.21 -0.90
H -25.203772 -13.036237 -22.470979 0.13 -0.06 -0.04 0.01
H -25.614657 -14.064120 -23.892338 0.55 -0.26 0.33 0.27
H -23.160324 -12.919525 -26.211677 -0.03 0.08 -0.09 -0.29
H -24.299704 -14.136823 -25.573291 0.33 -0.21 -0.15 -1.07
H -26.227648 -12.841303 -26.192452 -0.02 0.19 0.15 -1.19
H -25.240396 -13.162226 -27.562489 -0.09 0.76 -0.49 -0.14
H -26.087631 -10.803645 -27.243181 0.19 0.47 -0.14 -1.60
H -24.405197 -10.681235 -27.464263 0.54 -0.41 0.35 -0.08
H -23.719842 -8.839340 -26.316948 -0.06 -0.41 -0.11 -0.11
H -25.374367 -8.270539 -26.239833 -0.06 0.07 0.09 0.00
H -24.313938 -8.334415 -24.804650 -0.45 -0.13 0.21 -0.45
H -26.630683 -9.384996 -24.093200 0.09 -0.11 0.06 -0.39
H -27.233404 -9.618772 -25.692570 0.21 0.03 -0.19 -0.29
H -27.154103 -10.970848 -24.612828 0.37 -0.20 -0.10 -0.66
H -22.970952 -12.448593 -22.623129 0.12 -0.07 0.04 0.26
H -22.079807 -12.504208 -24.153600 0.12 -0.16 0.13 -0.06
H -22.970113 -13.957950 -23.566703 0.12 -0.01 0.00 0.36
H -25.338637 -10.625328 -22.878869 0.09 0.08 0.15 -0.23
C -25.618951 -17.119538 -20.942561 -0.21 -0.44 0.31 -2.12
C -25.040914 -15.939145 -20.163254 0.57 -0.58 -0.02 1.53
C -26.196412 -14.961761 -19.989134 0.55 0.98 0.14 -1.08
C -25.886066 -13.805996 -19.051620 0.75 -0.39 1.09 0.08
C -25.332006 -14.356316 -17.720223 0.54 -0.10 -0.33 -1.59
C -24.248852 -15.484691 -17.767808 -0.50 0.14 0.30 1.92
N -24.574539 -16.409147 -18.852571 -1.78 0.36 0.45 0.49
O -23.810522 -17.593197 -18.879250 0.35 0.42 -0.04 -0.47
C -22.876355 -14.856864 -17.911865 0.81 -0.23 -0.14 -1.82
C -24.331726 -16.266335 -16.445268 -0.37 -1.17 0.02 -2.06
C -23.915803 -15.319764 -20.994679 0.95 0.02 -0.40 -0.84
H -26.195865 -16.744128 -21.787756 0.35 -0.04 -0.27 0.38
H -26.338804 -17.682459 -20.340459 0.08 0.11 0.24 0.54
H -24.850584 -17.828107 -21.248058 -0.02 0.17 -0.26 0.35
H -26.336344 -14.531719 -20.984729 -0.68 -0.30 -0.03 -0.12
H -27.058858 -15.495172 -19.587050 -0.16 -0.03 -0.36 0.57
H -26.773835 -13.245752 -18.752024 -0.14 0.03 -0.43 0.47
H -25.173254 -13.072932 -19.436325 -0.02 -0.19 -0.41 -0.07
H -26.201648 -14.674920 -17.143550 0.24 -0.12 0.31 0.38
H -24.777697 -13.552051 -17.232088 -0.58 0.13 0.46 0.47
H -22.119093 -15.645711 -17.949546 -0.08 -0.03 -0.38 0.33
H -22.843593 -14.266044 -18.826064 0.25 0.08 0.08 0.35
H -22.545530 -14.245189 -17.069399 -0.47 0.17 0.07 0.48
H -25.148529 -16.995636 -16.519141 -0.22 0.26 -0.08 0.47
H -23.471210 -16.914611 -16.261522 0.30 0.38 -0.10 0.39
H -24.540630 -15.712232 -15.530352 0.23 0.49 -0.25 0.36
H -23.705140 -14.266793 -20.794324 -0.37 0.07 -0.02 0.07
H -24.063241 -15.452483 -22.069483 -0.31 0.17 0.06 -0.18
H -22.955180 -15.805903 -20.797754 -0.17 -0.28 0.14 0.51
H -24.343025 -18.184250 -18.335522 0.10 -0.16 -0.16 0.33
C -19.482279 -7.624906 -23.056283 0.84 0.92 -0.44 -1.78
C -20.821576 -7.676043 -23.792192 -0.40 0.21 1.07 1.23
C -20.955169 -6.585842 -24.865284 1.12 -0.35 -0.53 -0.99
C -20.025191 -6.896279 -26.032048 -0.03 -1.11 -0.31 -0.87
C -20.362614 -8.290778 -26.591851 -0.85 0.33 -0.46 -1.21
C -20.404901 -9.446353 -25.586308 1.30 -0.41 0.14 1.90
N -21.080380 -8.986725 -24.386395 -1.43 0.91 -1.18 1.37
O -21.513010 -9.976518 -23.498663 0.43 -0.13 -0.01 -0.58
C -21.126022 -10.644078 -26.247888 -0.54 0.38 0.64 -1.98
C -18.954566 -9.930325 -25.327897 0.57 -0.44 0.62 -1.70
C -21.945439 -7.363201 -22.789118 -0.69 -0.85 0.42 -1.88
H -19.339595 -8.417572 -22.325384 -0.28 0.02 0.10 0.28
H -19.343659 -6.634933 -22.607832 -0.28 -0.17 0.45 0.44
H -18.623446 -7.648861 -23.734129 -0.17 -0.42 -0.17 0.35
H -21.995479 -6.576404 -25.191939 -0.01 0.04 -0.15 0.22
H -20.695071 -5.593811 -24.490745 -0.16 -0.09 0.42 0.41
H -18.973851 -6.969201 -25.741373 -0.02 0.42 0.35 0.36
H -20.071824 -6.140561 -26.817059 -0.12 -0.04 -0.06 0.46
H -19.673584 -8.552262 -27.397591 0.04 -0.09 0.03 0.37
H -21.365140 -8.278419 -27.037711 0.00 0.27 -0.10 0.27
H -20.853598 -10.761908 -27.297313 0.19 0.12 0.02 0.78
H -20.893747 -11.568084 -25.720069 0.06 -0.02 0.00 0.28
H -22.206015 -10.507012 -26.179595 -0.05 0.03 -0.10 -0.11
H -18.756519 -10.844150 -25.891752 0.19 0.22 -0.30 0.39
H -18.168181 -9.197943 -25.525129 -0.15 0.09 -0.28 0.33
H -18.769849 -10.230069 -24.291501 -0.43 0.05 0.08 0.34
H -21.836725 -6.452394 -22.200521 0.43 0.16 -0.31 0.52
H -22.081753 -8.174281 -22.069663 0.26 0.03 0.01 0.40
H -22.910344 -7.306291 -23.301825 0.07 0.09 -0.16 0.17
H -22.473139 -10.006141 -23.651064 0.22 -0.24 0.08 0.41
C -26.381464 -9.081529 -20.599099 -0.08 0.03 0.70 -0.30
C -26.762589 -10.548983 -20.627872 1.22 -0.34 -0.21 -0.30
O -27.241220 -10.946789 -21.914685 -0.39 -0.10 0.47 -0.31
H -25.536241 -8.864824 -21.253597 -0.03 -0.20 -0.15 -0.03
H -26.036990 -8.881960 -19.579342 -0.08 0.30 -0.03 0.58
H -27.191543 -8.397504 -20.857875 -0.11 -0.21 0.12 -0.23
H -27.368528 -10.924765 -19.798606 -0.62 0.52 -0.20 0.74
H -25.840924 -11.116063 -20.456156 0.06 -0.03 -0.35 -0.11
H -28.149195 -10.623899 -21.971246 0.08 0.08 -0.25 0.15
C -26.056567 -15.744269 -31.293113 0.74 -0.96 -0.92 -1.63
C -26.064773 -14.968481 -30.006527 -0.52 1.09 0.38 0.67
O -26.331584 -13.569535 -30.177273 -0.11 -0.20 -0.58 -0.12
H -25.282427 -15.503484 -32.028557 0.07 0.73 0.29 0.25
H -26.986276 -15.736844 -31.862887 -0.22 0.26 0.37 0.39
H -25.815873 -16.798286 -31.116131 -0.32 -0.02 0.41 0.43
H -25.126690 -14.977554 -29.446730 0.11 -0.67 -0.17 -0.35
H -26.858574 -15.367906 -29.366793 0.19 -0.23 0.15 0.24
H -27.116743 -13.340694 -29.650365 0.20 0.15 0.33 0.01